Record 1
{
  "formula": "C5H6O",
  "method": "ωB97M-V/def2-TZVPD",
  "fmax_ha_per_bohr": 0.007,
  "e_lumo_ev": 0.4,
  "de_lowest_kj_mol": 587.1,
  "charge": 0,
  "symbols": ["C", "C", "C", "C", "O", "C", "H", "H", "H", "H", "H", "H"],
  "xyz": [[0.3086, -1.2847, 0.0637], [-0.5093, -0.3410, -0.7387], [-0.6308, -0.3458, 0.7788], [-0.1692, 1.1125, 0.8387], [1.4040, 1.0991, -0.1075], [0.0781, 1.0912, -0.6263], [1.3811, -1.1471, 0.1488], [-0.0341, -2.3162, 0.0534], [-1.2280, -0.6501, -1.4900], [-1.4048, -0.7262, 1.4377], [1.1231, 1.5778, 0.9041], [-0.1472, 1.8709, -1.3535]]
}

Record 2
{
  "formula": "C18H14Cl3N3O2PtSSi",
  "method": "ωB97M-V/def2-TZVPD",
  "fmax_ha_per_bohr": 0.013,
  "e_lumo_ev": -0.2,
  "de_lowest_kj_mol": 0.0,
  "charge": 0,
  "symbols": ["Pt", "N", "C", "C", "C", "C", "C", "C", "N", "C", "C", "C", "S", "C", "N", "H", "H", "H", "H", "H", "H", "H", "C", "C", "O", "C", "C", "C", "C", "C", "C", "O", "H", "H", "H", "H", "H", "H", "H", "Cl", "Si", "Cl", "Cl"],
  "xyz": [[-0.1166, 0.2571, 0.4136], [0.5815, 4.2647, -0.2007], [1.8948, 3.9427, 0.0840], [3.0389, 4.7233, 0.2046], [4.2071, 4.0571, 0.5122], [4.2283, 2.6655, 0.6980], [3.0868, 1.9010, 0.5751], [1.9091, 2.5632, 0.2509], [0.6134, 2.0788, 0.0552], [-0.1472, 3.1265, -0.1956], [-1.5897, 3.1254, -0.4436], [-2.3654, 4.2313, -0.6245], [-3.9867, 3.7639, -0.8324], [-3.5149, 2.1184, -0.6792], [-2.2529, 1.9339, -0.4777], [0.2152, 5.1860, -0.3551], [3.0150, 5.7963, 0.0695], [5.1247, 4.6199, 0.6197], [5.1622, 2.1813, 0.9495], [3.0986, 0.8348, 0.7383], [-2.0821, 5.2708, -0.6296], [-4.2416, 1.3215, -0.7291], [-2.8817, -2.9706, 1.0526], [-1.4837, -2.6395, 0.6231], [-1.0977, -1.4904, 0.7725], [-0.6006, -3.7101, 0.1070], [-0.7308, -4.9928, 0.6488], [0.1062, -6.0215, 0.2677], [1.0758, -5.7784, -0.7003], [1.1946, -4.5275, -1.2746], [0.3643, -3.4826, -0.8796], [0.4683, -2.3114, -1.5530], [-3.4551, -2.0488, 1.1066], [-2.8549, -3.4081, 2.0535], [-3.3461, -3.6893, 0.3801], [-1.4871, -5.1715, 1.4020], [0.0067, -7.0004, 0.7153], [1.7391, -6.5740, -1.0141], [1.9292, -4.3241, -2.0418], [-1.1614, 1.2472, 2.4050], [1.1824, -0.8802, -1.0304], [2.9908, -1.5896, -0.2296], [1.7170, 0.0187, -2.8138]]
}